1.
Computed, not measured: a cluster of 8 separate species, C16H46N14O11 in total, with wB97M-V/def2-TZVPD.

The calculation puts the total energy at -60730.25659 eV. For the LUMO energy, the calculation gives 0.00 eV. The value obtained for the molecular weight is 610.63 g mol⁻¹. For the HOMO energy, the calculation gives -8.75 eV. As for the largest force on an atom: 0.75 eV/A. The structure (SMILES) is COCCCCCCCOC(=O)O.NC(N)=O.NC(N)=O.NC(N)=O.NC(N)=O.NC(N)=O.NC(N)=O.NC(N)=O.

```
! RIJCOSX wB97M-V def2-TZVPD def2/J DEFGRID3
* xyz 0 1
C 0.953 0.171 -1.454
O 2.135 0.663 -0.863
C 1.989 1.972 -0.323
C 2.193 3.070 -1.370
C 1.210 4.235 -1.297
C -0.260 3.832 -1.516
C -1.247 4.460 -0.515
C -2.659 4.712 -1.085
C -3.746 3.792 -0.556
O -4.038 2.786 -1.564
C -5.004 1.928 -1.242
O -5.595 1.877 -0.189
O -5.242 1.073 -2.254
H 1.195 -0.777 -1.935
H 0.195 -0.034 -0.691
H 0.564 0.852 -2.217
H 1.031 2.071 0.202
H 2.772 2.049 0.433
H 3.218 3.416 -1.273
H 2.120 2.614 -2.363
H 1.490 4.938 -2.086
H 1.329 4.790 -0.363
H -0.341 2.747 -1.428
H -0.560 4.093 -2.533
H -0.837 5.382 -0.105
H -1.341 3.767 0.326
H -2.639 4.659 -2.174
H -2.957 5.728 -0.820
H -4.667 4.330 -0.330
H -3.439 3.279 0.355
H -4.976 1.472 -3.092
C 1.314 -2.876 1.230
O 0.190 -2.379 1.358
N 1.641 -4.097 1.704
N 2.316 -2.218 0.587
H 2.551 -4.505 1.545
H 0.908 -4.663 2.103
H 2.107 -1.321 0.191
H 3.243 -2.602 0.511
C 4.537 -2.574 3.398
O 4.728 -3.365 2.486
N 3.298 -2.381 3.927
N 5.547 -1.828 3.946
H 3.104 -1.731 4.664
H 2.542 -2.902 3.512
H 6.468 -1.961 3.577
H 5.406 -1.174 4.691
C -5.620 7.375 -1.569
O -4.873 8.274 -1.232
N -6.872 7.219 -1.039
N -5.256 6.437 -2.500
H -7.500 6.486 -1.306
H -7.163 7.888 -0.352
H -4.341 6.528 -2.900
H -5.845 5.680 -2.787
C -1.742 -5.630 0.926
O -0.753 -6.148 1.442
N -1.891 -4.296 0.789
N -2.783 -6.395 0.462
H -2.717 -3.869 0.410
H -1.147 -3.699 1.132
H -2.707 -7.388 0.563
H -3.619 -5.995 0.080
C -5.298 -2.179 0.707
O -4.878 -3.188 1.256
N -5.026 -0.933 1.184
N -6.077 -2.214 -0.418
H -5.369 -0.089 0.758
H -4.459 -0.874 2.008
H -6.311 -3.115 -0.788
H -6.412 -1.387 -0.875
C 4.341 -6.607 0.597
O 3.731 -5.596 0.295
N 5.696 -6.617 0.773
N 3.704 -7.801 0.784
H 6.214 -7.435 1.029
H 6.169 -5.738 0.683
H 2.707 -7.808 0.661
H 4.176 -8.647 1.038
C 5.921 1.764 -0.923
O 5.402 2.858 -1.080
N 7.279 1.615 -0.819
N 5.195 0.610 -0.844
H 7.728 0.728 -0.699
H 7.836 2.446 -0.877
H 4.194 0.665 -0.959
H 5.615 -0.292 -0.719
*
```

***

2.
Computed, not measured: a cluster of 4 separate species, C3H14O4 in total in a non-equilibrium geometry, with wB97M-V/def2-TZVPD.

The calculation puts the total energy at -11526.32988 eV. For the LUMO energy, the calculation gives 0.29 eV. The value obtained for the molecular weight is 114.14 g mol⁻¹. For the HOMO energy, the calculation gives -10.20 eV. As for the largest force on an atom: 4.14 eV/A. For the energy relative to the best compared isomer or geometry (same formula, charge and spin), the calculation gives 2.279 eV. The structure (SMILES) is CC(C)O.O.O.O.

```
! RIJCOSX wB97M-V def2-TZVPD def2/J DEFGRID3
* xyz 0 1
C -0.523 1.787 -0.799
C -0.627 0.327 -1.127
C -1.247 -0.462 0.032
O 0.607 -0.214 -1.393
H 0.544 2.083 -1.104
H -0.590 1.961 0.268
H -1.129 2.490 -1.454
H -1.145 0.265 -2.128
H -2.284 0.160 0.339
H -0.478 -0.434 0.932
H -1.551 -1.427 -0.277
H 1.243 0.311 -1.999
H -0.396 -3.562 4.526
H 0.720 -2.736 3.814
O 0.534 -3.304 4.606
H 0.412 4.345 -2.929
H 0.907 3.005 -3.506
O 1.075 3.691 -2.732
H 0.736 -2.614 1.209
H 1.874 -2.498 2.011
O 1.317 -3.170 1.710
*
```

***

3.
Computed, not measured: the molecule CH2FPSi in a non-equilibrium geometry, with wB97M-V/def2-TZVPD.

The calculation puts the total energy at -20948.77167 eV. For the LUMO energy (alpha / beta), the calculation gives -1.59 / -1.67 eV. The value obtained for the molecular weight is 92.08 g mol⁻¹. For the HOMO energy (alpha / beta), the calculation gives -7.85 / -7.42 eV. As for the largest force on an atom: 2.19 eV/A. For the energy relative to the best compared isomer or geometry (same formula, charge and spin), the calculation gives 2.174 eV.

```
! RIJCOSX wB97M-V def2-TZVPD def2/J DEFGRID3
* xyz 0 1
C 1.002 -0.165 0.075
F 1.427 -1.468 0.089
Si -0.812 -0.031 0.009
P 1.790 1.362 -0.011
H -1.499 1.232 -0.450
H -1.908 -0.930 0.287
*
```

***

4.
Computed, not measured: a cluster of 3 separate species, C15H34BrO12PS4 in total in a non-equilibrium geometry, with wB97M-V/def2-TZVPD.

The calculation puts the total energy at -163340.36509 eV. For the LUMO energy, the calculation gives -0.64 eV. The value obtained for the molecular weight is 645.57 g mol⁻¹. For the HOMO energy, the calculation gives -9.67 eV. As for the largest force on an atom: 6.53 eV/A. The structure (SMILES) is CCC[C@]1(CCOCC)OS(=O)(=O)O[C@@]1(S)P(O)Br.CCOS(C)(=O)=O.CCOS(C)(=O)=O.

```
! RIJCOSX wB97M-V def2-TZVPD def2/J DEFGRID3
* xyz 0 1
C -1.664 -5.904 0.516
C -1.277 -4.278 0.467
C -1.431 -3.665 -1.045
C -2.192 -2.180 -1.090
C -3.701 -2.301 -0.463
C -4.559 -0.905 -0.432
O -5.932 -1.101 -1.007
C -6.755 -1.907 -0.072
C -7.306 -3.203 -0.966
O -2.496 -2.097 -2.558
S -2.465 -0.536 -3.243
O -3.865 0.128 -3.527
O -1.690 -0.271 -4.556
O -1.619 0.184 -1.906
C -1.296 -0.829 -0.847
S 0.587 -0.993 -1.130
P -1.453 0.160 0.778
O 0.197 0.719 1.107
Br -2.094 -1.121 2.540
H -0.722 -6.525 0.905
H -2.058 -6.303 -0.516
H -2.521 -6.130 1.314
H -1.949 -3.775 1.282
H -0.154 -4.121 0.822
H -2.137 -4.409 -1.646
H -0.397 -3.671 -1.593
H -3.762 -2.771 0.607
H -4.299 -3.047 -1.178
H -4.009 0.031 -0.867
H -4.755 -0.661 0.720
H -6.163 -2.324 0.850
H -7.648 -1.259 0.366
H -6.858 -3.144 -2.070
H -6.950 -4.239 -0.519
H -8.478 -3.183 -1.100
H 0.644 -1.443 -2.487
H 0.073 1.635 1.524
O 3.352 4.693 -0.822
S 3.949 4.283 -2.074
O 3.445 4.733 -3.353
O 4.059 2.655 -2.101
C 2.882 1.890 -1.883
C 1.999 1.870 -3.116
C 5.691 4.621 -2.010
H 2.335 2.258 -1.008
H 3.203 0.868 -1.657
H 1.585 2.862 -3.321
H 1.163 1.177 -2.981
H 2.571 1.569 -3.999
H 6.092 4.242 -1.068
H 5.826 5.703 -2.066
H 6.177 4.142 -2.862
O 1.988 1.630 3.678
S 3.163 2.012 4.430
O 3.173 3.156 5.316
O 4.431 2.130 3.411
C 4.317 2.981 2.279
C 4.467 4.441 2.666
C 3.740 0.598 5.337
H 3.373 2.805 1.753
H 5.125 2.710 1.592
H 3.626 4.774 3.282
H 4.505 5.074 1.775
H 5.378 4.595 3.252
H 3.782 -0.261 4.666
H 3.033 0.407 6.147
H 4.726 0.820 5.750
*
```

***

Copy entry 4 word for word.
Computed, not measured: a cluster of 3 separate species, C15H34BrO12PS4 in total in a non-equilibrium geometry, with wB97M-V/def2-TZVPD.

The calculation puts the total energy at -163340.36509 eV. For the LUMO energy, the calculation gives -0.64 eV. The value obtained for the molecular weight is 645.57 g mol⁻¹. For the HOMO energy, the calculation gives -9.67 eV. As for the largest force on an atom: 6.53 eV/A. The structure (SMILES) is CCC[C@]1(CCOCC)OS(=O)(=O)O[C@@]1(S)P(O)Br.CCOS(C)(=O)=O.CCOS(C)(=O)=O.

```
! RIJCOSX wB97M-V def2-TZVPD def2/J DEFGRID3
* xyz 0 1
C -1.664 -5.904 0.516
C -1.277 -4.278 0.467
C -1.431 -3.665 -1.045
C -2.192 -2.180 -1.090
C -3.701 -2.301 -0.463
C -4.559 -0.905 -0.432
O -5.932 -1.101 -1.007
C -6.755 -1.907 -0.072
C -7.306 -3.203 -0.966
O -2.496 -2.097 -2.558
S -2.465 -0.536 -3.243
O -3.865 0.128 -3.527
O -1.690 -0.271 -4.556
O -1.619 0.184 -1.906
C -1.296 -0.829 -0.847
S 0.587 -0.993 -1.130
P -1.453 0.160 0.778
O 0.197 0.719 1.107
Br -2.094 -1.121 2.540
H -0.722 -6.525 0.905
H -2.058 -6.303 -0.516
H -2.521 -6.130 1.314
H -1.949 -3.775 1.282
H -0.154 -4.121 0.822
H -2.137 -4.409 -1.646
H -0.397 -3.671 -1.593
H -3.762 -2.771 0.607
H -4.299 -3.047 -1.178
H -4.009 0.031 -0.867
H -4.755 -0.661 0.720
H -6.163 -2.324 0.850
H -7.648 -1.259 0.366
H -6.858 -3.144 -2.070
H -6.950 -4.239 -0.519
H -8.478 -3.183 -1.100
H 0.644 -1.443 -2.487
H 0.073 1.635 1.524
O 3.352 4.693 -0.822
S 3.949 4.283 -2.074
O 3.445 4.733 -3.353
O 4.059 2.655 -2.101
C 2.882 1.890 -1.883
C 1.999 1.870 -3.116
C 5.691 4.621 -2.010
H 2.335 2.258 -1.008
H 3.203 0.868 -1.657
H 1.585 2.862 -3.321
H 1.163 1.177 -2.981
H 2.571 1.569 -3.999
H 6.092 4.242 -1.068
H 5.826 5.703 -2.066
H 6.177 4.142 -2.862
O 1.988 1.630 3.678
S 3.163 2.012 4.430
O 3.173 3.156 5.316
O 4.431 2.130 3.411
C 4.317 2.981 2.279
C 4.467 4.441 2.666
C 3.740 0.598 5.337
H 3.373 2.805 1.753
H 5.125 2.710 1.592
H 3.626 4.774 3.282
H 4.505 5.074 1.775
H 5.378 4.595 3.252
H 3.782 -0.261 4.666
H 3.033 0.407 6.147
H 4.726 0.820 5.750
*
```

***

Among the records above, which one has the highest largest force on an atom? C15H34BrO12PS4

***

Among the records above, which one has the lowest largest force on an atom? C16H46N14O11

***

The lowest molecular weight belongs to which entry? CH2FPSi